This record from the Open Molecules 2025 dataset describes one molecule with the formula C32H44N4O2. The level of theory is ωB97M-V/def2-TZVPD.

Geometry (Å):
C: -6.638 -0.081 -3.497
O: -5.270 0.237 -3.419
C: -4.813 0.873 -2.303
C: -5.599 1.258 -1.224
C: -5.014 1.880 -0.133
C: -3.654 2.148 -0.093
C: -3.041 2.822 1.102
C: -2.048 1.933 1.879
C: -2.495 0.456 1.968
N: -1.611 -0.176 1.026
C: -0.480 0.597 0.879
N: 0.571 -0.006 0.459
C: 0.214 -1.408 0.330
C: -1.205 -1.562 0.954
C: -2.153 -2.402 0.092
C: -3.499 -2.523 0.744
C: -3.687 -3.372 1.828
C: -4.915 -3.449 2.459
C: -5.974 -2.674 2.016
C: -5.797 -1.829 0.934
C: -4.568 -1.755 0.302
N: -0.744 1.881 1.216
C: 0.235 2.890 1.561
C: 1.349 3.104 0.520
C: 0.801 3.209 -0.900
N: 2.332 2.053 0.596
C: 3.586 2.254 1.042
O: 4.020 3.345 1.363
C: 4.420 0.983 1.066
C: 4.793 0.573 -0.361
C: 5.523 -0.772 -0.438
C: 6.914 -0.712 0.194
C: 7.627 -2.058 0.086
C: 7.742 -2.491 -1.372
C: 6.358 -2.563 -2.008
C: 5.649 -1.216 -1.898
C: -2.878 1.773 -1.185
C: -3.443 1.139 -2.270
H: -6.770 -0.584 -4.453
H: -6.939 -0.757 -2.689
H: -7.263 0.817 -3.473
H: -6.663 1.078 -1.216
H: -5.640 2.165 0.701
H: -2.507 3.720 0.784
H: -3.834 3.127 1.788
H: -1.923 2.362 2.882
H: -3.541 0.325 1.681
H: -2.358 0.049 2.983
H: 0.964 -2.022 0.834
H: 0.203 -1.684 -0.730
H: -1.149 -1.999 1.965
H: -1.707 -3.390 -0.040
H: -2.251 -1.923 -0.883
H: -2.865 -3.982 2.176
H: -5.048 -4.115 3.299
H: -6.933 -2.733 2.509
H: -6.619 -1.222 0.581
H: -4.431 -1.094 -0.540
H: -0.313 3.828 1.675
H: 0.712 2.653 2.525
H: 1.871 4.031 0.792
H: 1.597 3.505 -1.579
H: 0.422 2.241 -1.216
H: 0.004 3.946 -0.952
H: 1.957 1.113 0.442
H: 3.847 0.184 1.540
H: 5.316 1.181 1.653
H: 3.876 0.505 -0.952
H: 5.418 1.351 -0.803
H: 4.928 -1.520 0.100
H: 6.837 -0.430 1.245
H: 7.505 0.053 -0.316
H: 7.063 -2.811 0.643
H: 8.620 -1.986 0.533
H: 8.354 -1.769 -1.917
H: 8.234 -3.464 -1.435
H: 5.765 -3.327 -1.498
H: 6.444 -2.852 -3.058
H: 4.656 -1.284 -2.348
H: 6.216 -0.464 -2.452
H: -1.820 1.978 -1.181
H: -2.844 0.841 -3.116

Cartesian forces (eV/Å) of the 2 atoms listed first:
-0.23 -0.05 -0.01
0.35 0.12 0.09

Calculated values
HOMO in eV: -8.52
Lowest unoccupied orbital energy in eV: 0.6060
SMILES: COc1ccc(C[C@H]2CN3C(=NC[C@@H]3Cc3ccccc3)N2C[C@H](C)NC(=O)CCC2CCCCC2)cc1
Frontier orbital gap in eV: 9.12
Energy relative to the best compared isomer or geometry (same formula, charge and spin) in eV: 0.127

Results of the Mulliken charge analysis, in e, for atoms 1 through 8: number 1, C, carries -0.8217; number 2, O, carries -0.4677; number 3, C, carries 0.6741; number 4, C, carries -0.5105; number 5, C, carries -0.7591; number 6, C, carries 0.1633; number 7, C, carries -1.3152; number 8, C, carries 0.0180

***

This record from the Open Molecules 2025 dataset describes C32H36EuGeN3O8S as an isolated structure. The level of theory is ωB97M-V/def2-TZVPD.

Geometry (Å):
Eu: 7.863 12.424 13.926
O: 13.815 11.832 18.374
C: 13.572 10.852 17.657
O: 14.363 9.946 17.334
C: 12.270 10.783 16.983
C: 11.304 11.764 17.166
C: 10.201 11.815 16.332
N: 9.975 10.943 15.313
C: 10.841 9.852 15.271
C: 11.931 9.747 16.132
C: 10.704 8.715 14.390
C: 11.713 7.740 14.309
C: 11.439 6.431 13.850
C: 10.102 6.083 13.662
C: 9.005 7.068 13.868
N: 9.522 8.436 13.732
C: 9.232 12.888 16.664
C: 9.655 14.017 17.354
C: 8.719 14.850 17.917
C: 7.367 14.666 17.665
C: 7.001 13.569 16.907
N: 7.919 12.713 16.409
H: 11.374 12.479 17.989
H: 12.553 8.853 16.177
H: 12.781 8.028 14.380
H: 12.260 5.687 13.696
H: 9.763 5.085 13.323
H: 8.516 7.072 14.872
H: 10.724 14.209 17.448
H: 9.031 15.698 18.553
H: 6.582 15.349 18.011
H: 5.992 13.316 16.715
C: 6.191 14.079 9.950
C: 6.892 14.103 11.251
O: 7.626 13.067 11.593
C: 6.765 15.303 12.012
C: 5.897 16.328 11.512
C: 5.987 17.596 12.008
C: 6.862 17.898 13.067
C: 7.611 16.927 13.689
C: 7.450 15.576 13.276
O: 7.942 14.648 14.016
H: 6.521 13.234 9.319
H: 6.338 14.975 9.367
H: 5.096 13.963 10.067
H: 5.199 16.083 10.715
H: 5.375 18.385 11.550
H: 6.850 18.954 13.388
H: 8.277 17.138 14.530
O: 5.874 11.348 14.082
S: 6.184 9.976 13.370
O: 5.176 9.661 12.373
O: 6.694 9.141 14.433
O: 7.685 10.329 12.572
C: 7.765 9.476 7.251
C: 8.909 8.605 7.759
C: 9.291 8.888 9.219
C: 8.492 8.367 10.444
Ge: 9.162 9.252 12.133
C: 10.783 10.391 11.713
C: 10.701 11.680 10.838
C: 12.123 12.241 10.558
C: 12.883 11.288 9.631
H: 7.679 9.327 6.167
H: 7.938 10.548 7.423
H: 6.784 9.235 7.679
H: 9.848 8.888 7.213
H: 8.745 7.546 7.569
H: 9.212 10.014 9.307
H: 10.384 8.714 9.339
H: 8.580 7.244 10.543
H: 7.459 8.669 10.411
H: 8.133 6.961 13.218
H: 11.443 9.695 11.173
H: 11.278 10.629 12.648
H: 10.017 12.389 11.331
H: 10.228 11.504 9.866
H: 12.642 12.405 11.501
H: 12.015 13.251 10.082
H: 13.067 10.322 10.098
H: 13.854 11.709 9.326
H: 12.270 11.105 8.750

Cartesian forces (eV/Å) of the 2 atoms listed first:
0.38 -0.95 -0.27
-0.75 0.69 0.39

Calculated values
2S+1: 7
HOMO (alpha / beta) in eV: -7.38 / -7.38
Lowest unoccupied orbital energy (alpha / beta) in eV: -2.6735 / -1.3772
Frontier orbital gap (alpha / beta) in eV: 4.71 / 6.01
Energy relative to the best compared isomer or geometry (same formula, charge and spin) in eV: 2.937

Results of the Mulliken charge analysis, in e, for atoms 1 through 8: number 1, Eu, carries 1.2482; number 2, O, carries -0.7364; number 3, C, carries 0.4537; number 4, O, carries -0.7217; number 5, C, carries -0.6268; number 6, C, carries -1.0033; number 7, C, carries 1.0405; number 8, N, carries 0.0036

***

This record from the Open Molecules 2025 dataset describes a 2-piece molecular cluster, C2HF2O3S overall. The level of theory is ωB97M-V/def2-TZVPD.

Geometry (Å):
C: 0.836 -0.471 -0.064
C: -0.589 -3.015 2.313
O: 0.099 -1.155 0.610
O: 1.467 -0.643 -1.122
O: 0.957 0.912 0.433
F: 0.148 -3.001 3.384
F: -0.128 -3.970 1.511
S: -2.056 -2.348 2.346
H: 1.219 1.266 -0.473

Cartesian forces (eV/Å) of the 2 atoms listed first:
0.65 1.82 -0.48
-1.95 -1.21 0.25

Calculated values
Charge: -1
HOMO in eV: -4.66
Lowest unoccupied orbital energy in eV: 3.0660
Frontier orbital gap in eV: 7.72
Energy relative to the best compared isomer or geometry (same formula, charge and spin) in eV: 0.000

Results of the Mulliken charge analysis, in e, for atoms 1 through 8: number 1, C, carries 0.5873; number 2, C, carries 0.5761; number 3, O, carries -0.5969; number 4, O, carries -0.7253; number 5, O, carries -0.5350; number 6, F, carries -0.1630; number 7, F, carries -0.1574; number 8, S, carries -0.2772

***

This record from the Open Molecules 2025 dataset describes C17H16MgN4O5S as an isolated structure. The level of theory is ωB97M-V/def2-TZVPD.

Geometry (Å):
Mg: -0.106 0.171 0.002
O: 2.478 -2.471 -2.392
C: 1.555 -1.858 -1.656
O: 1.757 -0.830 -1.066
C: 0.213 -2.554 -1.685
O: -0.608 -2.083 -0.666
C: -0.630 -2.837 0.539
C: -0.042 -2.032 1.746
O: 0.016 -2.603 2.816
O: 0.323 -0.853 1.481
H: 3.325 -1.992 -2.386
H: 0.355 -3.641 -1.662
H: -0.268 -2.290 -2.638
H: -0.067 -3.770 0.442
H: -1.673 -3.081 0.779
N: -3.755 0.305 2.090
C: -2.688 0.619 1.330
S: -2.636 -0.003 -0.247
N: -1.860 1.520 1.828
N: -0.750 1.702 1.166
C: 0.006 2.738 1.331
C: -0.321 3.840 2.267
C: -0.242 3.637 3.640
C: -0.574 4.657 4.513
C: -1.005 5.881 4.027
C: -1.100 6.083 2.659
C: -0.751 5.072 1.781
C: 1.156 2.803 0.462
C: 2.164 3.769 0.623
C: 3.200 3.818 -0.285
C: 3.192 2.928 -1.355
C: 2.173 1.994 -1.424
N: 1.196 1.912 -0.541
H: -4.375 -0.425 1.787
H: -3.788 0.636 3.039
H: 0.090 2.678 4.008
H: -0.499 4.493 5.578
H: -1.271 6.675 4.711
H: -1.451 7.028 2.271
H: -0.822 5.228 0.713
H: 2.117 4.453 1.458
H: 4.001 4.535 -0.173
H: 3.961 2.956 -2.109
H: 2.134 1.283 -2.237

Cartesian forces (eV/Å) of the 2 atoms listed first:
0.07 -0.19 -1.18
0.07 -0.30 -0.16

Calculated values
HOMO in eV: -7.50
Lowest unoccupied orbital energy in eV: -0.2627
Frontier orbital gap in eV: 7.24
Energy relative to the best compared isomer or geometry (same formula, charge and spin) in eV: 0.543

Results of the Mulliken charge analysis, in e, for atoms 1 through 8: number 1, Mg, carries 0.8156; number 2, O, carries -0.4901; number 3, C, carries 0.6811; number 4, O, carries -0.5403; number 5, C, carries -0.6541; number 6, O, carries -0.3091; number 7, C, carries -0.4560; number 8, C, carries 0.5994

***

This record from the Open Molecules 2025 dataset describes C26H34HgNO2 as an isolated structure. The level of theory is ωB97M-V/def2-TZVPD.

Geometry (Å):
C: 2.510 0.098 1.775
C: 2.511 -0.618 0.543
C: 2.050 0.256 -0.480
H: 2.806 -1.657 0.412
C: 1.788 1.527 0.114
C: 2.058 1.420 1.511
H: 1.476 2.424 -0.419
C: -0.970 -1.203 2.426
C: -0.174 -2.354 1.881
C: -0.447 -2.542 0.537
H: 0.541 -2.871 2.494
C: -1.380 -1.547 0.098
C: -1.689 -0.681 1.187
H: 1.935 0.005 -1.536
H: 1.944 2.220 2.244
H: 2.836 -0.300 2.734
H: -2.718 -0.323 1.365
H: -0.026 -3.328 -0.103
H: -1.710 -1.570 3.169
Hg: -1.133 1.553 0.976
C: -1.929 -1.346 -1.292
C: -3.450 -1.593 -1.264
C: -1.272 -2.307 -2.287
H: -3.650 -2.643 -1.002
H: -3.856 -1.384 -2.260
H: -3.957 -0.946 -0.537
H: -1.459 -3.344 -1.980
H: -0.186 -2.136 -2.331
H: -1.714 -2.146 -3.279
C: -1.607 0.128 -1.745
C: -2.226 0.647 -3.027
H: -0.513 0.262 -1.785
H: -2.036 0.825 -0.990
O: -3.325 0.269 -3.430
N: -1.547 1.638 -3.702
C: -0.436 2.462 -3.213
H: -2.105 2.053 -4.440
C: 0.913 1.900 -3.613
C: 2.083 2.580 -3.249
H: 1.996 3.531 -2.714
C: 3.333 2.042 -3.566
H: 4.241 2.566 -3.253
C: 3.419 0.843 -4.289
H: 4.397 0.427 -4.541
C: 2.251 0.188 -4.696
H: 2.295 -0.736 -5.274
C: 0.999 0.728 -4.371
H: 0.079 0.252 -4.715
H: -0.493 2.596 -2.118
H: -0.554 3.465 -3.653
C: -1.534 0.246 4.998
C: -0.171 -0.151 4.429
C: 0.844 0.933 4.764
C: 0.273 -1.477 5.018
O: -0.176 -0.179 2.995
H: -1.443 0.367 6.087
H: -2.276 -0.535 4.797
H: -1.876 1.203 4.575
H: 0.952 1.093 5.842
H: 1.830 0.658 4.368
H: 0.538 1.891 4.312
H: -0.488 -2.238 4.831
H: 1.223 -1.787 4.573
H: 0.406 -1.356 6.100

Cartesian forces (eV/Å) of the 2 atoms listed first:
0.04 0.34 -0.90
-0.21 0.73 0.07

Calculated values
Charge: -1
HOMO (alpha / beta) in eV: -2.74 / -2.74
Lowest unoccupied orbital energy (alpha / beta) in eV: 2.7438 / 2.7360
Frontier orbital gap (alpha / beta) in eV: 5.48 / 5.48
Energy relative to the best compared isomer or geometry (same formula, charge and spin) in eV: 0.000

Results of the Mulliken charge analysis, in e, for atoms 1 through 8: number 1, C, carries -0.0709; number 2, C, carries -1.4249; number 3, C, carries 0.4449; number 4, H, carries 0.4136; number 5, C, carries -0.9906; number 6, C, carries -1.0881; number 7, H, carries 0.6901; number 8, C, carries 1.0409

***

This record from the Open Molecules 2025 dataset describes C41H98N4O10 as an isolated structure. The level of theory is ωB97M-V/def2-TZVPD.

Geometry (Å):
C: 8.148 -17.094 12.767
O: 7.101 -16.680 11.998
H: 8.871 -17.299 11.977
H: 8.688 -16.395 13.406
H: 7.988 -17.975 13.388
H: 6.650 -17.434 11.611
C: 10.279 -22.349 15.578
O: 8.918 -22.065 15.267
H: 10.736 -21.868 16.442
H: 10.336 -23.431 15.703
H: 10.931 -22.157 14.726
H: 8.988 -21.358 14.621
C: 11.716 -23.602 13.031
O: 12.059 -24.778 13.771
H: 10.632 -23.497 13.075
H: 12.195 -22.817 13.617
H: 11.967 -23.451 11.981
H: 12.779 -24.625 14.387
C: 9.103 -19.663 13.351
O: 9.556 -20.884 12.813
H: 9.202 -19.837 14.423
H: 9.823 -18.946 12.957
H: 8.097 -19.652 12.932
H: 9.751 -20.659 11.900
C: 10.560 -17.258 7.020
O: 10.242 -16.863 5.804
H: 9.949 -18.043 7.467
H: 11.560 -17.675 6.899
H: 10.865 -16.563 7.803
H: 10.048 -15.922 5.812
O: 13.788 -21.811 14.905
H: 12.879 -21.633 14.665
H: 14.248 -20.990 14.728
C: 11.333 -23.729 10.034
C: 12.452 -24.164 9.123
C: 13.789 -23.896 9.835
C: 15.069 -24.595 9.226
C: 14.784 -26.114 9.014
C: 13.405 -26.467 8.269
N: 12.298 -25.653 8.916
O: 11.076 -25.990 8.364
C: 13.552 -26.312 6.727
C: 13.065 -27.926 8.563
C: 12.355 -23.240 7.879
H: 11.501 -22.718 10.406
H: 11.179 -24.281 10.960
H: 10.311 -23.861 9.680
H: 14.011 -22.830 9.866
H: 13.702 -24.342 10.825
H: 15.882 -24.458 9.939
H: 15.326 -24.095 8.292
H: 14.885 -26.478 10.036
H: 15.603 -26.509 8.414
H: 14.257 -27.026 6.303
H: 12.629 -26.356 6.149
H: 14.103 -25.371 6.703
H: 12.908 -28.050 9.635
H: 12.184 -28.293 8.037
H: 13.913 -28.554 8.290
H: 13.130 -23.373 7.124
H: 12.282 -22.178 8.114
H: 11.483 -23.380 7.240
H: 10.765 -26.658 8.980
C: 7.496 -24.357 8.169
C: 8.062 -23.187 7.410
C: 7.009 -22.749 6.395
C: 5.773 -21.954 6.938
C: 6.250 -20.791 7.847
C: 7.152 -21.208 8.938
N: 8.259 -22.014 8.311
O: 9.348 -22.199 9.091
C: 7.811 -19.897 9.635
C: 6.309 -21.869 10.123
C: 9.291 -23.517 6.526
H: 6.484 -24.188 8.537
H: 8.075 -24.545 9.073
H: 7.383 -25.217 7.509
H: 7.406 -22.368 5.454
H: 6.645 -23.693 5.990
H: 5.018 -22.564 7.434
H: 5.151 -21.489 6.173
H: 5.354 -20.305 8.230
H: 6.732 -20.037 7.225
H: 6.942 -19.491 10.153
H: 8.556 -20.105 10.403
H: 8.198 -19.189 8.901
H: 6.826 -22.666 10.658
H: 6.112 -21.176 10.942
H: 5.248 -22.023 9.926
H: 9.150 -24.170 5.664
H: 10.046 -23.947 7.185
H: 9.672 -22.546 6.212
H: 9.986 -21.550 8.784
C: 11.776 -18.231 9.371
C: 10.768 -19.097 10.222
C: 10.418 -20.364 9.357
C: 11.411 -21.423 9.526
C: 11.498 -21.750 11.040
C: 12.122 -20.668 11.844
N: 11.332 -19.440 11.607
O: 11.663 -18.315 12.433
C: 12.048 -21.146 13.346
C: 13.607 -20.406 11.552
C: 9.475 -18.296 10.388
H: 12.030 -17.244 9.755
H: 11.322 -17.953 8.420
H: 12.643 -18.810 9.052
H: 9.474 -20.864 9.574
H: 10.371 -20.109 8.298
H: 12.346 -21.003 9.154
H: 11.223 -22.393 9.065
H: 11.996 -22.679 11.317
H: 10.467 -21.897 11.363
H: 11.071 -21.561 13.595
H: 12.625 -22.053 13.525
H: 12.436 -20.454 14.093
H: 14.160 -21.341 11.462
H: 13.751 -19.906 10.594
H: 13.998 -19.827 12.388
H: 9.099 -17.911 9.440
H: 9.490 -17.623 11.245
H: 8.780 -19.003 10.840
H: 12.560 -18.050 12.217
C: 10.180 -16.544 11.355
C: 10.836 -15.523 10.388
C: 10.428 -16.057 8.974
C: 8.948 -15.814 8.558
C: 8.680 -14.247 8.606
C: 9.009 -13.655 10.013
N: 10.377 -14.109 10.507
O: 10.764 -13.502 11.657
C: 9.004 -12.168 9.848
C: 7.871 -14.071 10.962
C: 12.409 -15.622 10.364
H: 10.391 -16.058 12.308
H: 10.792 -17.429 11.530
H: 9.133 -16.730 11.117
H: 10.954 -15.455 8.232
H: 10.424 -17.145 8.914
H: 8.261 -16.289 9.257
H: 8.706 -16.265 7.596
H: 7.726 -13.987 8.148
H: 9.348 -13.735 7.914
H: 9.499 -11.692 10.694
H: 9.559 -11.766 9.000
H: 8.020 -11.741 9.655
H: 7.872 -13.507 11.895
H: 7.007 -13.666 10.436
H: 7.687 -15.093 11.294
H: 12.681 -16.641 10.090
H: 12.796 -15.443 11.368
H: 12.833 -14.865 9.704
H: 11.422 -12.873 11.353

Cartesian forces (eV/Å) of the 2 atoms listed first:
1.39 -2.04 1.37
-2.53 0.98 -0.18

Calculated values
HOMO in eV: -7.52
Lowest unoccupied orbital energy in eV: 0.2300
Frontier orbital gap in eV: 7.75

Results of the Mulliken charge analysis, in e, for atoms 1 through 8: number 1, C, carries -0.7771; number 2, O, carries -0.6224; number 3, H, carries -0.3698; number 4, H, carries 0.3051; number 5, H, carries 0.6152; number 6, H, carries 0.3435; number 7, C, carries 0.3817; number 8, O, carries -0.6272